Molecular formula: C4H8N2O2S2
Method: DFT, the ωB97M-V functional and the def2-TZVPD basis

```
! wB97M-V def2-TZVPD RIJCOSX def2/J DEFGRID3
* xyz 0 1
C 0.43 -0.12 -1.50
C -0.29 0.99 -1.65
C 1.01 -0.19 -0.03
C 2.49 -0.29 -0.08
N 0.45 0.92 0.65
N -4.18 -0.11 -0.77
O -2.24 1.34 0.11
O -2.25 -1.13 0.34
S -0.54 1.81 -0.04
S -3.13 -0.07 0.58
H 0.49 -0.91 -2.28
H -0.94 1.30 -2.42
H 0.58 -1.13 0.34
H 2.81 0.55 -0.59
H 2.82 -1.16 -0.52
H 2.94 -0.16 0.96
H -5.14 -0.24 -0.52
H -3.75 -0.69 -1.49
*
```

**Largest force on an atom**: 4.66 eV Å⁻¹
**HOMO level**: -9.1798 eV
**Energy relative to the best compared isomer or geometry (same formula, charge and spin)**: 4.577 eV
**Kohn-Sham gap**: 9.7 eV
**Electronic energy**: -1213.45581 Ha

Molecular formula: C6H15N2
Method: DFT, the ωB97M-V functional and the def2-TZVPD basis

```
! wB97M-V def2-TZVPD RIJCOSX def2/J DEFGRID3
* xyz 1 1
C -3.60 0.34 0.36
C 2.54 1.09 -1.02
C -0.15 -0.94 -0.67
C 2.52 0.13 0.25
C -1.64 -1.13 -0.26
C 1.27 0.13 1.00
N -2.33 0.87 0.78
N -2.33 0.08 -0.35
H -3.93 -0.46 1.07
H -4.38 0.98 -0.17
H 1.79 1.90 -0.87
H 3.50 1.35 -1.29
H 2.25 0.62 -1.96
H 0.43 -1.85 -0.78
H -0.01 -0.24 -1.57
H 0.48 -0.48 0.22
H 3.19 0.52 1.03
H 2.77 -0.85 -0.18
H -1.85 -1.76 0.68
H -1.72 -1.95 -0.98
H 1.23 -0.47 1.98
H 0.96 1.10 1.20
H -2.29 1.85 0.49
*
```

**Largest force on an atom**: 3.90 eV Å⁻¹
**HOMO level**: -13.0483 eV
**Energy relative to the best compared isomer or geometry (same formula, charge and spin)**: 7.233 eV
**Kohn-Sham gap**: 7.3 eV
**Electronic energy**: -346.64676 Ha

Molecular formula: C22H42F2O4S2Si
Method: DFT, the ωB97M-V functional and the def2-TZVPD basis

```
! wB97M-V def2-TZVPD RIJCOSX def2/J DEFGRID3
* xyz 0 1
C 1.98 1.61 2.28
C 0.79 1.63 1.97
C -0.65 1.66 1.31
Si -0.66 0.40 -0.18
C 1.19 -0.06 -0.45
C 1.43 -0.97 -1.74
C 2.92 -0.73 -2.25
C 4.01 -0.54 -1.11
C 4.53 0.98 -0.99
C -1.24 1.21 -1.81
C -2.33 2.35 -1.63
C -1.56 3.76 -1.70
F -3.13 2.21 -0.46
C -1.72 -1.09 0.41
F -2.70 -0.67 1.40
C -2.50 -1.86 -0.75
C -4.03 -2.14 -0.32
H 3.01 1.19 2.41
H -0.74 2.69 0.86
H -1.41 1.42 2.10
H 1.64 -0.58 0.45
H 1.73 0.92 -0.62
H 0.74 -0.68 -2.60
H 1.20 -2.08 -1.53
H 3.24 -1.61 -2.91
H 2.92 0.23 -2.87
H 3.73 -0.97 -0.11
H 4.93 -1.13 -1.44
H 3.81 1.69 -1.51
H 4.56 1.32 0.09
H 5.55 1.05 -1.48
H -0.31 1.70 -2.26
H -1.61 0.49 -2.59
H -3.04 2.31 -2.52
H -0.64 3.76 -1.06
H -2.29 4.56 -1.40
H -1.21 3.88 -2.78
H -1.09 -1.87 0.95
H -2.07 -2.88 -0.98
H -2.56 -1.30 -1.72
H -4.12 -2.61 0.70
H -4.49 -2.87 -1.06
H -4.55 -1.14 -0.37
O 0.51 -5.06 -1.18
S 1.93 -4.91 -1.40
O 2.65 -3.74 -0.97
C 2.76 -6.36 -0.75
C 2.77 -7.34 -1.92
C 3.14 -6.51 -3.16
C 2.28 -5.24 -3.12
H 2.22 -6.74 0.12
H 3.77 -6.07 -0.47
H 3.47 -8.15 -1.76
H 1.77 -7.78 -2.06
H 4.20 -6.24 -3.11
H 2.97 -7.06 -4.08
H 2.82 -4.38 -3.55
H 1.33 -5.38 -3.64
O -1.10 6.23 5.43
S -1.80 6.14 4.17
O -1.53 7.05 3.07
C -1.67 4.46 3.57
C -2.87 3.76 4.19
C -4.05 4.73 4.05
C -3.56 6.11 4.49
H -0.72 4.03 3.87
H -1.75 4.49 2.48
H -3.08 2.80 3.70
H -2.69 3.56 5.25
H -4.36 4.77 3.00
H -4.91 4.41 4.63
H -4.04 6.91 3.93
H -3.71 6.26 5.56
*
```

**Largest force on an atom**: 2.33 eV Å⁻¹
**HOMO level**: -9.3519 eV
**Kohn-Sham gap**: 9.8 eV
**Electronic energy**: -2449.86685 Ha

Molecular formula: C6H10N
Method: DFT, the ωB97M-V functional and the def2-TZVPD basis

```
! wB97M-V def2-TZVPD RIJCOSX def2/J DEFGRID3
* xyz 1 1
C -0.85 -0.42 1.45
C -1.22 -1.02 0.36
C -1.13 -0.82 -1.04
C 0.20 0.35 0.82
C 0.01 1.86 0.79
C 1.28 -0.93 -1.10
N 0.10 -0.25 -0.62
H -1.31 -0.33 2.40
H -1.00 -1.70 -1.56
H -1.96 -0.22 -1.61
H 1.18 0.05 1.09
H -1.06 2.20 0.88
H 0.73 2.44 0.04
H 0.35 2.12 1.83
H 1.50 -1.93 -0.54
H 1.00 -1.12 -2.20
H 2.20 -0.28 -0.99
*
```

**Largest force on an atom**: 3.87 eV Å⁻¹
**HOMO level**: -14.5613 eV
**Energy relative to the best compared isomer or geometry (same formula, charge and spin)**: 4.127 eV
**Kohn-Sham gap**: 9.4 eV
**Electronic energy**: -288.93131 Ha

Molecular formula: C43H37BrCl2N7O6RuS3
Method: DFT, the ωB97M-V functional and the def2-TZVPD basis

```
! wB97M-V def2-TZVPD RIJCOSX def2/J DEFGRID3
* xyz 0 2
Ru -0.57 -0.61 -0.17
Br 1.13 -2.90 0.75
C 1.27 -3.51 -1.09
C 2.28 -4.37 -1.43
C 2.38 -4.82 -2.76
C 1.50 -4.36 -3.70
C 0.47 -3.45 -3.36
C -0.41 -2.93 -4.32
C -1.45 -2.11 -3.96
C -1.65 -1.77 -2.61
C -0.75 -2.18 -1.64
C 0.32 -3.03 -2.01
H 2.98 -4.71 -0.69
H 3.16 -5.52 -3.02
H 1.58 -4.70 -4.72
H -0.26 -3.19 -5.36
H -2.12 -1.73 -4.70
H -2.52 -1.18 -2.35
O -3.00 3.27 3.76
C -3.28 3.65 2.54
O -3.75 4.74 2.29
C -2.98 2.70 1.43
C -3.27 2.93 0.09
N -2.83 1.86 -0.59
N -2.27 0.97 0.20
C -2.33 1.44 1.44
C -1.65 0.64 2.53
O -1.80 0.98 3.71
O -0.91 -0.28 2.11
H -2.58 2.34 3.82
H -3.76 3.75 -0.38
H -2.81 1.73 -1.60
C 2.46 2.84 0.60
C 1.23 1.91 0.52
N 1.66 0.51 0.50
C 2.39 0.22 1.72
C 3.67 1.08 1.77
N 3.67 1.99 0.59
C 3.71 1.20 -0.67
C 2.49 0.25 -0.67
H 2.45 3.43 1.52
H 2.49 3.51 -0.26
H 0.67 2.10 -0.40
H 0.57 2.06 1.37
H 2.64 -0.84 1.75
H 1.73 0.41 2.57
H 4.57 0.46 1.72
H 3.72 1.68 2.68
H 4.50 2.59 0.63
H 4.65 0.66 -0.73
H 3.63 1.89 -1.51
H 2.81 -0.79 -0.65
H 1.89 0.44 -1.57
Cl -5.51 2.07 -1.97
C -5.12 0.65 -2.89
C -5.60 -0.55 -2.40
C -5.44 -1.72 -3.11
C -4.86 -1.67 -4.37
C -4.37 -0.47 -4.84
Cl -3.64 -0.45 -6.43
C -4.40 0.73 -4.10
N -3.78 1.83 -4.61
C -3.27 2.96 -3.92
C -4.11 4.03 -3.65
C -3.64 5.17 -3.02
C -2.30 5.25 -2.66
C -1.45 4.21 -2.97
C -1.90 3.06 -3.62
C -0.89 2.02 -4.02
C 0.04 1.66 -2.83
O 1.22 2.02 -2.83
O -0.53 1.02 -1.91
H -6.11 -0.55 -1.45
H -5.78 -2.66 -2.71
H -4.78 -2.56 -4.97
H -3.27 1.62 -5.47
H -5.15 3.97 -3.96
H -4.31 5.99 -2.82
H -1.93 6.13 -2.16
H -0.40 4.27 -2.73
H -0.27 2.41 -4.82
H -1.37 1.09 -4.34
S 2.30 -5.76 7.42
C 1.74 -4.51 6.51
S 0.16 -4.52 5.76
C 0.56 -2.95 4.98
N 1.74 -2.54 5.32
N 2.39 -3.36 6.16
C 3.68 -2.97 6.53
C 4.28 -3.35 7.73
C 5.56 -2.90 8.02
C 6.24 -2.08 7.14
C 5.63 -1.69 5.96
C 4.36 -2.13 5.65
S -0.51 -2.20 3.95
H 3.76 -3.97 8.43
H 6.02 -3.20 8.95
H 7.23 -1.74 7.38
H 6.15 -1.04 5.27
H 3.87 -1.84 4.73
*
```

**Largest force on an atom**: 2.72 eV Å⁻¹
**Expectation value of S²**: 1.1404
**HOMO level (spin up / spin down)**: -5.8662 / -5.8665 eV
**Kohn-Sham gap (spin up / spin down)**: 3.5 / 3.6 eV
**Electronic energy**: -7279.24810 Ha

Molecular formula: C12H20N7O7
Method: DFT, the ωB97M-V functional and the def2-TZVPD basis

```
! wB97M-V def2-TZVPD RIJCOSX def2/J DEFGRID3
* xyz 1 1
N 7.59 -0.17 -1.92
C 7.09 0.83 -2.24
O 6.47 1.93 -2.61
N 5.17 1.60 -2.98
C 4.85 0.95 -4.08
N 3.57 0.76 -4.14
C 3.07 1.32 -3.02
N 1.81 1.31 -2.70
N 1.49 2.00 -1.53
C 0.87 0.65 -3.64
N -0.50 0.62 -3.17
N 4.04 1.87 -2.28
H 5.53 0.63 -4.84
H 0.58 1.76 -1.15
H 1.56 3.00 -1.68
H 1.21 -0.36 -3.75
H 0.93 1.09 -4.63
H -0.90 -0.24 -3.50
H -1.00 1.39 -3.59
H 4.00 2.37 -1.41
C -3.99 -2.56 0.49
C -2.88 -1.85 -0.23
C -1.52 -2.46 -0.01
O -0.65 -1.32 -0.15
C -1.37 -0.23 0.20
O -0.91 0.86 0.39
O -2.68 -0.52 0.30
H -4.00 -3.62 0.26
H -3.88 -2.42 1.56
H -4.96 -2.14 0.21
H -3.10 -1.76 -1.30
H -1.27 -3.22 -0.75
H -1.39 -2.87 0.99
C -0.71 1.22 4.00
C -1.99 0.42 3.99
C -2.47 -0.01 5.36
O -3.19 -1.22 5.06
C -2.65 -1.74 3.94
O -2.86 -2.83 3.52
O -1.82 -0.85 3.34
H -0.79 2.07 4.67
H 0.13 0.59 4.30
H -0.49 1.59 3.00
H -2.77 0.96 3.45
H -3.13 0.71 5.83
H -1.66 -0.25 6.04
*
```

**Largest force on an atom**: 3.03 eV Å⁻¹
**HOMO level**: -12.7945 eV
**Kohn-Sham gap**: 9.5 eV
**Electronic energy**: -1378.87321 Ha

Molecular formula: C35H33AsN5O4Pt
Method: DFT, the ωB97M-V functional and the def2-TZVPD basis

```
! wB97M-V def2-TZVPD RIJCOSX def2/J DEFGRID3
* xyz 1 1
Pt 0.44 0.54 0.55
O 1.26 -0.79 2.32
C 0.91 -1.60 3.17
C 0.74 -3.06 2.87
C -0.73 -3.13 2.38
C -1.78 -2.54 3.35
C -1.82 -1.00 3.39
C -0.78 -0.37 4.35
N 0.43 -1.22 4.38
H 0.88 -3.68 3.76
H 1.42 -3.40 2.09
H -0.98 -4.17 2.16
H -0.79 -2.57 1.45
H -1.63 -2.95 4.36
H -2.76 -2.89 3.03
H -2.81 -0.65 3.68
H -1.64 -0.62 2.38
H -1.16 -0.31 5.36
H -0.53 0.64 4.02
H 0.33 -1.98 5.03
C 3.99 -1.46 -0.40
C 2.62 -1.29 -0.37
N 2.06 -0.10 -0.59
C 2.84 0.97 -0.81
C 4.22 0.91 -0.76
C 4.80 -0.34 -0.59
C 5.04 2.13 -0.89
C 4.93 3.28 -0.22
C 4.12 3.65 0.97
C 4.12 4.98 1.36
C 3.38 5.32 2.49
N 2.78 4.39 3.23
C 2.89 3.14 2.81
N 3.48 2.73 1.69
H 4.42 -2.44 -0.27
H 1.95 -2.11 -0.19
H 2.34 1.90 -1.08
H 5.88 -0.44 -0.58
H 5.84 2.08 -1.62
H 5.60 4.08 -0.52
H 4.66 5.73 0.81
H 3.29 6.34 2.82
H 2.46 2.37 3.44
O -1.10 1.56 1.67
N -1.13 2.68 1.00
O -1.90 3.55 1.30
O -0.31 2.75 0.05
C -5.73 0.03 -0.02
C -4.95 -1.00 0.51
C -3.61 -1.08 0.17
C -3.05 -0.13 -0.69
C -3.83 0.89 -1.21
C -5.18 0.96 -0.87
As -1.18 -0.29 -1.13
C -1.15 -1.95 -2.12
C -1.21 -3.25 -1.63
C -1.25 -4.31 -2.53
C -1.24 -4.06 -3.89
C -1.18 -2.76 -4.38
C -1.12 -1.69 -3.49
C -1.02 -0.26 -3.87
C -0.91 0.23 -5.17
C -0.77 1.59 -5.38
C -0.72 2.48 -4.31
C -0.83 2.00 -3.01
C -0.99 0.64 -2.80
H -6.78 0.09 0.25
H -5.39 -1.73 1.18
H -2.99 -1.88 0.57
H -3.40 1.61 -1.89
H -5.79 1.76 -1.27
H -1.21 -3.44 -0.57
H -1.29 -5.32 -2.16
H -1.28 -4.89 -4.59
H -1.18 -2.59 -5.45
H -0.93 -0.45 -6.01
H -0.69 1.97 -6.39
H -0.60 3.54 -4.49
H -0.78 2.68 -2.17
*
```

**Largest force on an atom**: 1.82 eV Å⁻¹
**HOMO level (spin up / spin down)**: -10.8228 / -10.8299 eV
**Energy relative to the best compared isomer or geometry (same formula, charge and spin)**: 1.695 eV
**Kohn-Sham gap (spin up / spin down)**: 7.0 / 7.0 eV
**Electronic energy**: -4283.01743 Ha

Molecular formula: C7H9NO
Method: DFT, the ωB97M-V functional and the def2-TZVPD basis

```
! wB97M-V def2-TZVPD RIJCOSX def2/J DEFGRID3
* xyz 0 1
N 2.58 -0.95 0.40
C 1.55 -0.40 0.43
C 0.35 0.30 0.94
C -0.16 1.39 0.00
C -1.47 1.24 -0.25
C -2.03 0.02 0.39
C -1.43 -1.29 -0.11
C -0.86 -0.63 1.11
H 0.62 0.74 1.91
H 0.48 2.19 -0.37
H -2.08 1.96 -0.80
H -3.03 0.02 0.82
H -2.01 -2.20 0.06
H -0.86 -1.27 -1.04
H -1.00 -1.11 2.08
O 3.05 -0.12 -2.23
H 2.77 0.74 -1.88
H 3.52 -0.62 -1.46
*
```

**Largest force on an atom**: 2.91 eV Å⁻¹
**HOMO level**: -9.6837 eV
**Energy relative to the best compared isomer or geometry (same formula, charge and spin)**: 2.237 eV
**Kohn-Sham gap**: 10.4 eV
**Electronic energy**: -402.05881 Ha

Molecular formula: C44H46F5N7
Method: DFT, the ωB97M-V functional and the def2-TZVPD basis

```
! wB97M-V def2-TZVPD RIJCOSX def2/J DEFGRID3
* xyz 0 1
F 3.80 0.18 1.29
C 3.16 -0.81 1.96
C 3.91 -1.74 2.67
C 3.25 -2.82 3.24
C 1.87 -2.91 3.18
C 1.13 -1.93 2.53
C 1.79 -0.91 1.84
H 4.98 -1.56 2.69
H 3.80 -3.58 3.79
H 1.38 -3.71 3.72
H 0.05 -2.05 2.48
H 1.20 -0.21 1.27
F 2.07 5.93 3.27
C 1.59 4.86 2.61
C 0.24 4.57 2.72
C -0.33 3.54 1.99
C 0.51 2.80 1.14
C 1.87 3.06 1.06
C 2.40 4.13 1.78
H -0.44 5.16 3.33
H -1.38 3.32 1.98
H 0.07 2.00 0.56
H 2.45 2.49 0.35
H 3.46 4.35 1.66
F 0.63 2.16 6.33
C -0.33 1.79 5.45
C 0.00 1.10 4.32
C -0.99 0.70 3.42
C -2.32 1.01 3.67
C -2.64 1.61 4.89
C -1.67 1.98 5.80
H 1.05 0.93 4.08
H -0.67 0.27 2.48
H -3.08 0.89 2.91
H -3.68 1.82 5.12
H -1.97 2.48 6.71
F 7.12 -1.00 -3.56
C 6.07 -0.20 -3.32
C 5.85 0.92 -4.08
C 4.77 1.76 -3.78
C 3.88 1.35 -2.81
C 4.04 0.20 -2.05
C 5.21 -0.52 -2.27
H 6.48 1.19 -4.91
H 4.48 2.59 -4.40
H 3.04 1.99 -2.55
H 3.31 0.00 -1.28
H 5.45 -1.46 -1.78
F -3.36 0.94 -0.22
C -3.50 1.83 -1.24
C -4.05 3.08 -0.91
C -4.26 4.01 -1.91
C -4.09 3.61 -3.24
C -3.62 2.34 -3.52
C -3.17 1.49 -2.52
H -4.15 3.31 0.14
H -4.64 4.98 -1.61
H -4.26 4.30 -4.05
H -3.49 2.03 -4.56
H -2.73 0.52 -2.74
C -1.01 -1.18 -0.69
C -0.17 -0.10 -1.19
N 0.52 0.72 -1.60
H -0.40 -2.00 -0.32
H -1.77 -1.47 -1.41
H -1.64 -0.80 0.13
C 3.76 -3.64 -0.18
C 2.76 -3.04 -1.07
N 1.96 -2.63 -1.78
H 4.37 -4.31 -0.78
H 3.20 -4.11 0.61
H 4.44 -2.87 0.19
C -0.47 4.11 -1.59
C -1.02 4.98 -2.61
N -1.47 5.67 -3.40
H 0.60 4.26 -1.44
H -0.66 3.04 -1.71
H -0.95 4.41 -0.66
C 0.58 -1.28 -5.01
C -0.79 -1.26 -4.56
N -1.86 -1.25 -4.14
H 0.92 -0.26 -5.19
H 0.74 -1.82 -5.94
H 1.22 -1.67 -4.22
C -2.53 -5.17 2.75
C -1.61 -4.63 1.78
N -0.85 -4.24 1.02
H -3.02 -4.37 3.31
H -2.10 -5.80 3.53
H -3.24 -5.73 2.14
C -1.72 -4.56 -2.49
C -2.55 -5.30 -1.52
N -3.19 -5.91 -0.79
H -0.73 -4.99 -2.53
H -1.74 -3.50 -2.27
H -2.24 -4.71 -3.45
C -5.11 -2.63 0.01
C -4.22 -2.11 1.02
N -3.49 -1.71 1.81
H -4.75 -2.39 -0.99
H -6.10 -2.18 0.08
H -5.20 -3.72 0.05
*
```

**Largest force on an atom**: 1.38 eV Å⁻¹
**HOMO level**: -9.0026 eV
**Energy relative to the best compared isomer or geometry (same formula, charge and spin)**: 0.000 eV
**Kohn-Sham gap**: 9.4 eV
**Electronic energy**: -2586.79846 Ha

Q: The highest electronic energy belongs to which entry?
A: C6H10N